# C3H7ClS

A 2-piece molecular cluster, C3H7ClS overall (the ωB97M-V functional and the def2-TZVPD basis, OMol25).

HOMO-LUMO gap: 0.3399 hartree
ΔE to the lowest compared entry with this formula, charge and spin: 77.45 kJ/mol
HOMO level: -0.3129 hartree
energy: -976.84453 a.u.
strongest force on any atom: 1.78 eV/Å
total charge: 0
LUMO energy: 0.0270 Ha
SMILES: C=C(C)S.Cl

Each line ends with the natural charge from an NBO analysis.
Positions of all 12 atoms, in Å:
C  -1.038  -0.292  1.141  -0.44
C  -0.496  0.372  0.140  -0.11
C  -0.486  -0.273  -1.229  -0.66
S  0.217  1.991  0.276  0.02
H  -1.124  0.151  2.088  0.19
H  -1.473  -1.206  0.907  0.20
H  -1.446  -0.835  -1.382  0.23
H  0.461  -0.764  -1.397  0.23
H  -0.621  0.488  -1.986  0.22
H  0.227  2.184  1.575  0.12
Cl  2.626  -0.577  0.408  -0.26
H  3.153  -1.238  -0.542  0.26


# C3H7FIN2

An isolated ion of composition C3H7FIN2 and charge +1 (the ωB97M-V functional and the def2-TZVPD basis, OMol25).

HOMO-LUMO gap: 0.3451 hartree
ΔE to the lowest compared entry with this formula, charge and spin: 26.05 kJ/mol
HOMO level: -0.5156 hartree
energy: -625.31487 a.u.
strongest force on any atom: 2.69 eV/Å
total charge: +1
LUMO energy: -0.1705 Ha
SMILES: C/[NH+]=C(\N)[C@@H](F)I

Each line ends with the natural charge from an NBO analysis.
Positions of all 14 atoms, in Å:
C  -1.017  -1.614  -0.263  -0.45
N  -0.884  -0.218  0.020  -0.50
C  0.302  0.370  -0.065  0.49
N  1.376  -0.324  -0.491  -0.71
C  0.403  1.848  0.223  0.03
F  -0.745  2.404  -0.274  -0.32
I  0.443  1.891  2.426  0.19
H  -0.800  -1.796  -1.297  0.23
H  -2.088  -1.914  -0.110  0.27
H  -0.202  -2.253  0.329  0.22
H  -1.623  0.438  0.165  0.45
H  2.196  0.162  -0.162  0.43
H  1.230  -1.326  -0.379  0.42
H  1.409  2.332  -0.119  0.26


# C3H7FN3

A 2-piece molecular cluster, C3H7FN3 overall (the ωB97M-V functional and the def2-TZVPD basis, OMol25).

multiplicity: 3
HOMO-LUMO gap (spin up / spin down): 0.2977 / 0.2199 hartree
ΔE to the lowest compared entry with this formula, charge and spin: 162.80 kJ/mol
HOMO level (spin up / spin down): -0.4040 / -0.5467 hartree
energy: -382.14199 a.u.
strongest force on any atom: 8.13 eV/Å
total charge: +1
LUMO energy (spin up / spin down): -0.1063 / -0.3268 Ha

Each line ends with the natural charge from an NBO analysis.
Positions of all 14 atoms, in Å:
C  -0.384  0.055  -1.600  0.37
C  1.463  0.603  1.766  0.55
C  -1.324  -1.697  -0.070  -0.44
N  0.873  1.312  0.910  -0.78
N  -0.665  -0.816  -0.868  -0.09
N  0.214  1.033  -2.093  -0.48
F  0.835  0.096  2.796  -0.31
H  2.473  0.282  1.731  0.17
H  -1.179  -2.668  -0.329  0.29
H  -0.851  -1.645  0.898  0.25
H  -2.304  -1.372  -0.082  0.25
H  0.007  1.799  1.189  0.39
H  -0.173  1.627  -2.744  0.43
H  1.015  1.391  -1.505  0.41


# C3H7FN4

C3H7FN4 as an isolated structure (the ωB97M-V functional and the def2-TZVPD basis, OMol25).

HOMO-LUMO gap: 0.3277 hartree
ΔE to the lowest compared entry with this formula, charge and spin: 655.16 kJ/mol
HOMO level: -0.3051 hartree
energy: -437.16528 a.u.
strongest force on any atom: 7.34 eV/Å
total charge: 0
LUMO energy: 0.0226 Ha

Each line ends with the natural charge from an NBO analysis.
Positions of all 15 atoms, in Å:
C  2.209  -0.649  0.078  0.18
C  -1.383  -0.634  -0.014  -0.02
C  -2.657  0.170  0.160  0.02
H  2.336  2.248  0.850  0.33
H  1.110  1.580  -0.229  0.36
H  2.670  -1.641  0.567  0.20
H  0.403  -1.931  -0.775  0.37
H  -1.607  -1.625  -0.417  0.17
H  -3.180  0.121  1.084  0.19
H  -3.259  -0.367  -0.730  0.15
N  2.215  1.651  -0.350  -0.59
N  2.796  0.516  0.137  -0.29
N  0.800  -0.874  -0.310  -0.52
N  -0.214  0.018  0.109  -0.20
F  -2.240  1.416  -0.160  -0.34


# C3H7FSi

One molecule with the formula C3H7FSi (the ωB97M-V functional and the def2-TZVPD basis, OMol25).

multiplicity: 3
HOMO-LUMO gap (spin up / spin down): 0.2487 / 0.3031 hartree
ΔE to the lowest compared entry with this formula, charge and spin: 43.43 kJ/mol
HOMO level (spin up / spin down): -0.2085 / -0.3937 hartree
energy: -507.63334 a.u.
strongest force on any atom: 11.24 eV/Å
total charge: 0
LUMO energy (spin up / spin down): 0.0402 / -0.0905 Ha

Each line ends with the natural charge from an NBO analysis.
Positions of all 12 atoms, in Å:
C  1.722  0.603  0.743  -0.35
C  1.276  0.518  -0.493  -0.52
C  -1.585  -0.412  0.491  -0.39
F  -2.115  0.850  0.647  -0.37
Si  -0.411  -0.280  -0.949  1.00
H  2.776  0.691  1.087  0.18
H  0.986  0.432  1.598  0.16
H  1.918  0.825  -1.362  0.20
H  -2.369  -1.138  0.124  0.19
H  -1.200  -0.738  1.523  0.20
H  0.116  -1.705  -1.248  -0.17
H  -1.115  0.354  -2.160  -0.13


# C3H7IN

An isolated ion of composition C3H7IN and charge +1 (the ωB97M-V functional and the def2-TZVPD basis, OMol25).

HOMO-LUMO gap: 0.3742 hartree
ΔE to the lowest compared entry with this formula, charge and spin: 191.16 kJ/mol
HOMO level: -0.5119 hartree
energy: -470.63048 a.u.
strongest force on any atom: 2.81 eV/Å
total charge: +1
LUMO energy: -0.1377 Ha
SMILES: IC[NH+]1CC1

Each line ends with the natural charge from an NBO analysis.
Positions of all 12 atoms, in Å:
I  0.959  -1.858  -1.988  0.19
C  1.063  -0.801  -0.107  -0.38
N  -0.305  -0.351  0.225  -0.39
C  -0.476  0.969  0.964  -0.20
C  -0.826  0.825  -0.531  -0.23
H  1.749  0.101  -0.222  0.25
H  1.442  -1.552  0.558  0.26
H  -0.893  -1.111  0.447  0.44
H  0.533  1.287  1.239  0.26
H  -1.274  0.660  1.645  0.26
H  -1.905  0.842  -0.885  0.28
H  -0.066  0.990  -1.345  0.26


# C3H7IN2

A 2-piece molecular cluster, C3H7IN2 overall (the ωB97M-V functional and the def2-TZVPD basis, OMol25).

HOMO-LUMO gap: 0.3477 hartree
ΔE to the lowest compared entry with this formula, charge and spin: 362.40 kJ/mol
HOMO level: -0.3253 hartree
energy: -525.57315 a.u.
strongest force on any atom: 2.26 eV/Å
total charge: 0
LUMO energy: 0.0224 Ha
SMILES: [H]/N=N\C.C=CI

Each line ends with the natural charge from an NBO analysis.
Positions of all 13 atoms, in Å:
H  1.859  1.356  0.761  0.28
N  0.868  1.221  1.027  -0.34
N  0.501  0.116  1.436  -0.09
C  1.403  -1.037  1.337  -0.51
H  0.928  -2.056  1.074  0.25
H  2.337  -0.582  0.887  0.18
H  1.645  -1.037  2.370  0.22
C  -1.597  0.535  -2.215  -0.43
C  -1.498  0.400  -0.894  -0.31
I  -2.210  -1.373  0.091  0.07
H  -1.624  -0.136  -3.071  0.22
H  -1.537  1.516  -2.640  0.20
H  -1.074  1.078  -0.163  0.24


# C3H7IN2Si

C3H7IN2Si as an isolated structure (the ωB97M-V functional and the def2-TZVPD basis, OMol25).

HOMO-LUMO gap: 0.2135 hartree
ΔE to the lowest compared entry with this formula, charge and spin: 253.27 kJ/mol
HOMO level: -0.2678 hartree
energy: -815.17390 a.u.
strongest force on any atom: 4.38 eV/Å
total charge: 0
LUMO energy: -0.0543 Ha

Each line ends with the natural charge from an NBO analysis.
Positions of all 14 atoms, in Å:
C  -1.141  1.646  -0.808  0.21
C  -0.558  1.826  0.581  -0.31
C  0.322  -2.380  -0.577  -1.11
N  -0.968  0.522  -1.464  -0.92
N  0.069  0.513  0.835  -1.09
Si  -0.189  -0.555  -0.450  2.02
I  2.600  -0.975  2.404  -0.82
H  -1.410  2.440  -1.508  0.21
H  0.316  2.432  0.414  0.26
H  -1.329  2.309  1.148  0.25
H  1.417  -2.429  -0.249  0.33
H  -0.257  -3.052  -0.052  0.27
H  0.206  -2.531  -1.686  0.25
H  0.922  0.233  1.411  0.45


# C3H7INO

C3H7INO as an isolated structure (the ωB97M-V functional and the def2-TZVPD basis, OMol25).

HOMO-LUMO gap: 0.2801 hartree
ΔE to the lowest compared entry with this formula, charge and spin: 101.47 kJ/mol
HOMO level: -0.1423 hartree
energy: -546.28758 a.u.
strongest force on any atom: 2.29 eV/Å
total charge: -1
LUMO energy: 0.1378 Ha

Each line ends with the natural charge from an NBO analysis.
Positions of all 13 atoms, in Å:
I  2.212  -1.874  -0.580  -0.86
C  1.086  0.459  1.408  -0.74
C  -0.137  0.674  0.544  0.67
O  -0.864  1.626  0.813  -0.69
N  -0.386  -0.210  -0.449  -0.66
C  -1.544  -0.269  -1.348  -0.42
H  1.980  0.346  0.794  0.26
H  1.216  -0.374  2.098  0.24
H  1.400  1.240  2.100  0.21
H  0.409  -0.811  -0.615  0.40
H  -1.242  0.097  -2.329  0.18
H  -2.290  0.402  -0.923  0.22
H  -1.840  -1.305  -1.512  0.20


# C3H7INO

A 2-piece molecular cluster, C3H7INO overall (the ωB97M-V functional and the def2-TZVPD basis, OMol25).

HOMO-LUMO gap: 0.2104 hartree
ΔE to the lowest compared entry with this formula, charge and spin: 118.22 kJ/mol
HOMO level: -0.1103 hartree
energy: -546.28119 a.u.
strongest force on any atom: 4.38 eV/Å
total charge: -1
LUMO energy: 0.1001 Ha

Each line ends with the natural charge from an NBO analysis.
Positions of all 13 atoms, in Å:
I  -1.840  -2.764  5.051  -1.00
C  1.800  1.274  -0.673  -0.69
C  0.659  0.457  0.034  0.65
O  0.737  0.146  1.264  -0.62
N  -0.407  0.116  -0.710  -0.61
C  -1.467  -0.826  -0.273  -0.43
H  1.850  2.314  -0.351  0.23
H  1.528  1.291  -1.728  0.19
H  2.770  0.786  -0.584  0.24
H  -0.440  0.500  -1.643  0.38
H  -2.416  -0.567  -0.743  0.20
H  -1.608  -0.867  0.807  0.27
H  -1.165  -1.858  -0.452  0.20


- The lowest strongest force on any atom belongs to which entry?
  C3H7ClS


What did the eighth record say?
# C3H7IN2Si

C3H7IN2Si as an isolated structure (the ωB97M-V functional and the def2-TZVPD basis, OMol25).

HOMO-LUMO gap: 0.2135 hartree
ΔE to the lowest compared entry with this formula, charge and spin: 253.27 kJ/mol
HOMO level: -0.2678 hartree
energy: -815.17390 a.u.
strongest force on any atom: 4.38 eV/Å
total charge: 0
LUMO energy: -0.0543 Ha

Each line ends with the natural charge from an NBO analysis.
Positions of all 14 atoms, in Å:
C  -1.141  1.646  -0.808  0.21
C  -0.558  1.826  0.581  -0.31
C  0.322  -2.380  -0.577  -1.11
N  -0.968  0.522  -1.464  -0.92
N  0.069  0.513  0.835  -1.09
Si  -0.189  -0.555  -0.450  2.02
I  2.600  -0.975  2.404  -0.82
H  -1.410  2.440  -1.508  0.21
H  0.316  2.432  0.414  0.26
H  -1.329  2.309  1.148  0.25
H  1.417  -2.429  -0.249  0.33
H  -0.257  -3.052  -0.052  0.27
H  0.206  -2.531  -1.686  0.25
H  0.922  0.233  1.411  0.45


Copy entry 6 word for word.
# C3H7IN

An isolated ion of composition C3H7IN and charge +1 (the ωB97M-V functional and the def2-TZVPD basis, OMol25).

HOMO-LUMO gap: 0.3742 hartree
ΔE to the lowest compared entry with this formula, charge and spin: 191.16 kJ/mol
HOMO level: -0.5119 hartree
energy: -470.63048 a.u.
strongest force on any atom: 2.81 eV/Å
total charge: +1
LUMO energy: -0.1377 Ha
SMILES: IC[NH+]1CC1

Each line ends with the natural charge from an NBO analysis.
Positions of all 12 atoms, in Å:
I  0.959  -1.858  -1.988  0.19
C  1.063  -0.801  -0.107  -0.38
N  -0.305  -0.351  0.225  -0.39
C  -0.476  0.969  0.964  -0.20
C  -0.826  0.825  -0.531  -0.23
H  1.749  0.101  -0.222  0.25
H  1.442  -1.552  0.558  0.26
H  -0.893  -1.111  0.447  0.44
H  0.533  1.287  1.239  0.26
H  -1.274  0.660  1.645  0.26
H  -1.905  0.842  -0.885  0.28
H  -0.066  0.990  -1.345  0.26


- Which value of ΔE to the lowest compared entry with this formula, charge and spin does entry 3 give?
  162.80 kJ/mol